Entry 1:
Below is C15H25Cl2FO2 in the gas phase, with properties calculated with ωB97M-V/def2-TZVPD.

Element x y z (Å)
1 C 3.2874 1.2445 0.8860
2 C 3.1139 0.0197 -0.1305
3 C 1.6233 -0.2156 -0.6710
4 C 0.4746 -0.1558 0.4449
5 C 0.7623 -0.7246 1.9148
6 C 1.1186 -2.3027 1.8416
7 F 2.0859 -2.6180 2.8859
8 C -0.4864 1.1401 0.2814
9 C 0.1386 2.4880 -0.3278
10 C -0.3864 2.8290 -1.8284
11 C 0.6165 3.9856 -2.3796
12 Cl 2.0775 3.0661 -3.0765
13 O -1.5733 0.8373 -0.6664
14 C -1.1624 -0.3794 -1.3373
15 O -1.2510 -0.6817 -2.5317
16 C -0.6224 -1.2390 -0.1014
17 C -1.9347 -1.5078 0.7743
18 C -3.1865 -2.0429 -0.0904
19 C -4.0158 -3.2104 0.6660
20 Cl -4.4155 -0.7024 -0.4599
21 H 3.6710 2.1944 0.3663
22 H 4.1293 0.9461 1.6153
23 H 2.3611 1.5109 1.4860
24 H 3.5643 -0.9689 0.2532
25 H 3.7507 0.2810 -1.0565
26 H 1.6030 -1.2879 -1.0959
27 H 1.4561 0.4690 -1.5665
28 H -0.1375 -0.6303 2.6259
29 H 1.6369 -0.2361 2.4534
30 H 1.6452 -2.5501 0.8580
31 H 0.2229 -2.9726 2.0431
32 H -0.8520 1.3559 1.3400
33 H -0.1617 3.3694 0.3388
34 H 1.2738 2.4997 -0.3981
35 H -0.2192 1.9428 -2.5430
36 H -1.4774 3.1678 -1.8282
37 H 0.9541 4.6475 -1.5135
38 H 0.1035 4.5626 -3.2181
39 H -0.2421 -2.2220 -0.5257
40 H -2.3080 -0.5843 1.3507
41 H -1.7658 -2.3061 1.5886
42 H -2.8291 -2.5058 -1.0801
43 H -4.9420 -2.7548 1.1427
44 H -4.3088 -3.9671 -0.1500
45 H -3.3924 -3.7915 1.4194

As for the charge: 0. The frontier orbital gap is 0.396 Ha.

---

Entry 2:
Below is a molecular structure, C5H9NO2, with properties calculated with ωB97M-V/def2-TZVPD.

Element x y z (Å)
1 C -0.7570 0.4360 1.0634
2 C 0.7131 0.5950 1.6304
3 C 1.1409 1.2541 0.3568
4 C -0.1703 0.8225 -0.3746
5 C 0.0494 -0.3550 -1.2238
6 H -0.8735 -1.3313 0.7809
7 H -1.5853 -0.8163 2.4434
8 H -1.1620 1.4337 1.3666
9 H 1.2076 -0.3520 1.5884
10 H 0.9254 1.2105 2.6599
11 H 1.1374 2.2889 0.5778
12 H 2.2677 0.8018 -0.2234
13 H -0.9390 1.5453 -0.7317
14 H 1.0548 -1.5060 0.1449
15 N -1.5513 -0.6773 1.2185
16 O 0.5695 -1.5315 -0.7743
17 O -0.1983 -0.3495 -2.4568

As for the charge: 0. The frontier orbital gap is 0.374 Ha. The value obtained for the relative energy (zero: lowest compared OMol25 entry of this formula, charge and spin) is 4.067 eV.

---

Entry 3:
Below is C4H3F3N2O2 in the gas phase, with properties calculated with ωB97M-V/def2-TZVPD.

Element x y z (Å)
1 O -1.8217 -0.4609 1.0155
2 C -0.8848 0.2897 0.9531
3 N 0.1179 0.5913 1.8359
4 N 1.2083 1.1236 1.1930
5 C 0.9363 1.1534 -0.0789
6 C -0.4604 0.8283 -0.3873
7 O -0.7244 -0.2513 -1.2337
8 C 0.0587 -1.4103 -1.1357
9 F 1.3785 -1.1194 -1.1622
10 F -0.1792 -2.2945 -0.2237
11 F -0.2216 -2.0588 -2.2989
12 H 0.1863 0.4570 2.8259
13 H 1.5886 1.5131 -0.7656
14 H -1.1824 1.6389 -0.5373

As for the charge: 0. The frontier orbital gap is 0.375 Ha. The value obtained for the relative energy (zero: lowest compared OMol25 entry of this formula, charge and spin) is 0.000 eV.

---

Entry 4:
Below is a molecular structure, C25H41Br3GeIN4O2SSi3Tl, with properties calculated with ωB97M-V/def2-TZVPD.

Element x y z (Å)
1 Tl -0.9453 -0.6149 -0.1129
2 Br 1.7818 2.3877 -0.7132
3 C 1.1719 2.6114 1.1008
4 Br -0.7028 3.0540 1.1818
5 H 1.7235 3.4343 1.5355
6 H 1.3093 1.6660 1.6275
7 C 4.1236 -3.2421 -1.5512
8 Si 3.7107 -1.6119 -2.3837
9 C 4.5014 -1.5969 -4.0985
10 C 4.4444 -0.2152 -1.3720
11 Ge 1.3657 -1.3593 -2.6256
12 Si 0.7923 0.3462 -4.1798
13 C 2.0899 1.7086 -4.2840
14 C 0.6395 -0.3947 -5.9104
15 C -0.8590 1.1279 -3.7447
16 Si 0.3042 -3.3996 -3.2518
17 C 0.5796 -4.7657 -2.0059
18 C -1.5317 -3.1051 -3.5287
19 C 1.0491 -3.9895 -4.8870
20 H 5.2001 -3.3034 -1.3666
21 H 3.8392 -4.0944 -2.1724
22 H 3.6110 -3.3321 -0.5916
23 H 5.5813 -1.7536 -4.0133
24 H 4.3394 -0.6407 -4.6010
25 H 4.0939 -2.3842 -4.7362
26 H 5.5126 -0.3869 -1.2075
27 H 3.9498 -0.1518 -0.4015
28 H 4.3280 0.7507 -1.8681
29 H 3.1073 1.3131 -4.3122
30 H 2.0143 2.3903 -3.4358
31 H 1.9321 2.2922 -5.1957
32 H 1.5614 -0.8874 -6.2261
33 H 0.4164 0.4024 -6.6270
34 H -0.1684 -1.1273 -5.9612
35 H -0.8277 1.5705 -2.7470
36 H -1.6615 0.3867 -3.7534
37 H -1.1118 1.9157 -4.4607
38 H 0.0443 -4.5622 -1.0765
39 H 1.6415 -4.8909 -1.7836
40 H 0.2020 -5.7102 -2.4101
41 H -2.0030 -2.6525 -2.6538
42 H -2.0373 -4.0562 -3.7202
43 H -1.6963 -2.4471 -4.3862
44 H 2.1102 -4.2243 -4.7748
45 H 0.9476 -3.2568 -5.6881
46 H 0.5373 -4.9073 -5.1957
47 I -2.1506 -0.3751 6.6830
48 C -2.3269 -0.4867 4.6346
49 C -3.2892 -1.1680 3.9224
50 N -3.0248 -0.9516 2.6266
51 N -1.9336 -0.1939 2.4551
52 C -1.4932 0.0992 3.6674
53 H -4.1132 -1.7800 4.2454
54 H -3.4161 -1.4367 1.8045
55 H -0.5948 0.6797 3.7947
56 C -4.6840 -5.5281 -2.4520
57 C -4.4147 -4.3705 -1.5342
58 C -5.3339 -3.3257 -1.4098
59 C -4.9926 -2.3228 -0.5305
60 N -3.8519 -2.3123 0.1508
61 C -2.9853 -3.3353 -0.0595
62 S -1.4669 -3.2998 0.7486
63 N -3.2717 -4.3801 -0.8730
64 H -5.6400 -5.9983 -2.2156
65 H -3.8864 -6.2614 -2.3600
66 H -4.7345 -5.1845 -3.4876
67 H -6.2639 -3.3106 -1.9604
68 H -5.6600 -1.4838 -0.3555
69 Br 4.1685 -6.2117 4.0750
70 C 3.3821 -4.5998 3.4348
71 C 2.6411 -4.6272 2.2660
72 C 2.0845 -3.4444 1.8010
73 C 2.2564 -2.2570 2.5026
74 C 2.9851 -2.2612 3.6845
75 C 3.5632 -3.4309 4.1553
76 C 1.6403 -0.9706 1.9857
77 O 1.5539 -0.0069 2.7601
78 O 1.2716 -1.0053 0.7725
79 H 2.4974 -5.5544 1.7283
80 H 1.4975 -3.4351 0.8909
81 H 3.0872 -1.3321 4.2295
82 H 4.1414 -3.4385 5.0690

As for the charge: -1. Its spin multiplicity is 2. The frontier orbital gap (alpha / beta) is 0.241 / 0.244 Ha. The value obtained for the relative energy (zero: lowest compared OMol25 entry of this formula, charge and spin) is 0.145 eV.

---

Entry 5:
Below is 4 unconnected molecules or ions with the total composition C21H44IN7O9P, with properties calculated with ωB97M-V/def2-TZVPD.

Element x y z (Å)
1 C -1.3607 2.6897 -0.8782
2 C -2.8292 2.7384 -0.2569
3 O -3.7738 2.5443 -1.3334
4 C -3.1864 4.1202 0.4467
5 N -4.6347 4.4830 0.3817
6 C -5.3422 4.1490 1.6504
7 C -6.0542 2.7572 1.3902
8 O -6.3270 1.9922 2.6423
9 C -5.8169 0.7309 2.3784
10 N -6.3990 -0.1201 1.4776
11 C -5.5395 -1.2846 1.5052
12 I -5.8283 -3.0699 0.3616
13 C -4.4450 -1.0387 2.4568
14 C -3.2442 -1.9816 2.8128
15 C -2.5872 -2.4195 1.4000
16 C -1.0648 -1.9562 1.2823
17 C -0.7133 -2.0378 -0.2653
18 O -1.1142 -2.9338 -0.9900
19 O 0.0833 -1.0556 -0.8343
20 N -4.6824 0.2702 3.0230
21 P -3.8325 1.2034 4.2460
22 N -3.1182 2.4120 3.5210
23 O -5.0068 1.6930 5.3273
24 O -2.6971 0.3287 5.0785
25 H -0.8880 1.7049 -0.5616
26 H -0.6795 3.4986 -0.4961
27 H -1.4272 2.6557 -1.9991
28 H -2.9278 1.8329 0.4124
29 H -3.7176 3.3259 -1.9137
30 H -2.6279 4.9494 -0.0943
31 H -2.7924 4.0990 1.5055
32 H -4.6290 5.5120 0.3447
33 H -4.6810 4.1704 2.5622
34 H -6.1721 4.9173 1.7625
35 H -6.9923 2.8749 0.7719
36 H -5.3300 2.1486 0.7576
37 H -7.2394 -0.0210 0.9059
38 H -2.4236 -1.4576 3.3705
39 H -3.5715 -2.9234 3.3463
40 H -2.7187 -3.5241 1.2033
41 H -3.1231 -1.9026 0.5439
42 H -0.3791 -2.6596 1.8285
43 H -0.9460 -0.8740 1.5718
44 H -0.0547 -1.0244 -1.8135
45 H -3.3329 2.2843 2.5256
46 H -4.5624 1.9678 6.1561
47 H -1.8200 0.7536 4.9765
48 C 3.3104 -5.0158 -1.0401
49 O 4.2616 -5.7533 -0.8653
50 N 3.3280 -3.8763 -1.7746
51 C 2.1537 -3.0433 -1.9389
52 C 4.5634 -3.4740 -2.4185
53 H 2.3233 -5.2276 -0.5956
54 H 1.9106 -2.9724 -3.0017
55 H 2.3686 -2.0474 -1.5470
56 H 1.3006 -3.4605 -1.4058
57 H 4.8842 -4.2622 -3.1031
58 H 5.3342 -3.3374 -1.6570
59 H 4.4220 -2.5442 -2.9687
60 C 5.8566 -1.0106 0.0340
61 O 5.3087 -0.1580 -0.6456
62 N 7.1646 -1.0157 0.3796
63 C 7.7423 -2.0684 1.1927
64 C 8.0159 0.0671 -0.0788
65 H 5.3013 -1.8755 0.4330
66 H 8.1553 -1.6308 2.1046
67 H 8.5407 -2.5579 0.6306
68 H 6.9899 -2.8098 1.4619
69 H 7.6246 1.0154 0.2955
70 H 8.0081 0.0933 -1.1704
71 H 9.0356 -0.0741 0.2767
72 C 1.8744 0.3051 -2.9784
73 O 0.8969 -0.3501 -3.3198
74 N 2.7922 0.8247 -3.8166
75 C 3.9276 1.5900 -3.3356
76 C 2.6399 0.6114 -5.2453
77 H 2.0828 0.5240 -1.9193
78 H 3.8909 2.5931 -3.7672
79 H 4.8498 1.0943 -3.6450
80 H 3.9132 1.6676 -2.2488
81 H 1.6856 1.0294 -5.5717
82 H 2.6393 -0.4610 -5.4509
83 H 3.4538 1.0880 -5.7897

As for the charge: +1. The frontier orbital gap is 0.266 Ha.

---

Quick rundown of energy, same order as above: -47814.68694, -10912.50867, -19422.64262, -350557.90171, -68731.06823 eV
Quick rundown of F_max, same order as above: 4.31, 5.78, 3.70, 0.16, 4.70 eV Å⁻¹